1.
C27H32N5O5S2V | ωB97M-V/def2-TZVPD

Its multiplicity is 2. The value obtained for the energy relative to the best compared isomer or geometry (same formula, charge and spin) is 0.0 kJ/mol. The calculation puts the molecular weight at 621.66 g/mol. As for the total charge: +3. The LUMO energy (alpha / beta) is -8.99 / -9.05 eV. The HOMO energy (alpha / beta) comes out at -14.878 / -14.916 eV. The expectation value of S² is 0.77. The value obtained for the strongest force on any atom is 0.50 eV/Å.

Last column: Löwdin spin population.
Positions of all 72 atoms, in Å:
C -2.62135 -2.78175 0.51886  -0.003
H 0.19648 2.25463 -4.44934  0.000
C -4.16667 -5.33234 -0.01145  0.001
H -0.99507 -4.10262 -2.14316  0.000
H -4.63187 0.17584 -3.11163  0.000
N 1.92960 -0.00017 2.76742  0.000
H -0.84340 3.67499 -4.59418  0.000
H -3.50430 3.72339 0.87128  -0.001
C 3.98339 3.35957 -0.50197  0.001
H 5.11640 2.29811 3.34344  0.000
N -2.11289 -6.22021 -0.55303  0.001
S -0.13799 -7.81737 -0.54222  0.000
N 5.32411 1.35914 3.76281  0.000
H 0.53248 2.08141 0.66534  0.001
H -5.69144 -6.84679 0.23687  0.000
C -2.63437 -7.46352 -0.45917  0.000
C 2.20521 3.30940 1.12377  0.001
H 3.85181 -0.34285 2.02948  0.000
O 0.19952 -7.83775 0.82967  0.000
O 4.60950 3.81822 2.81135  0.000
C 4.37188 4.36510 1.75017  0.000
O 4.96242 5.50884 1.46380  0.000
H -2.37652 -0.74203 1.11149  0.000
C -0.88803 -2.08745 -1.46465  0.009
H 1.43566 0.64396 3.37514  0.000
H 1.80498 3.60797 2.08520  0.000
C -3.11783 1.76130 -0.95529  0.004
C -1.33300 -3.39764 -1.39796  -0.002
N -3.87848 -7.70678 -0.18877  0.001
V -0.92397 0.96988 -1.04595  1.007
H -3.29614 -0.95357 -2.94881  0.000
C -1.16979 2.57182 -2.82642  -0.009
C -0.25623 3.07372 -3.89535  0.000
N -1.26298 -1.14767 -0.58553  0.001
H -1.75307 0.79633 -3.91745  0.001
C -3.83875 -0.15618 -2.43966  0.001
C -2.23336 -3.75357 -0.40066  0.007
C -4.64863 -6.64301 0.02521  0.000
H 1.84441 -0.92298 3.17713  0.000
H -3.29411 -3.00633 1.33511  0.000
C -2.84051 -5.10350 -0.31317  0.001
H -4.82864 -4.49719 0.16153  0.000
H -0.19237 -1.77789 -2.23386  0.000
C -2.10075 -1.50877 0.39725  0.007
C 4.03619 0.61518 3.97356  0.000
C -2.93832 1.00117 -2.11938  -0.006
O -0.78846 -6.21236 -0.88166  0.000
S 1.21815 0.77607 -1.87512  -0.007
C -1.30892 3.23108 -1.60852  0.000
H -3.89335 1.47836 -0.25153  0.001
H -2.01916 4.60998 0.53934  0.000
C 3.26542 2.50133 -1.31810  -0.001
H -0.69417 4.09864 -1.40432  0.001
C 2.02859 2.00322 -0.90770  0.000
H 5.95823 0.85275 3.14418  0.000
C -2.44656 3.61391 0.63628  -0.002
H 4.63998 5.89042 0.63517  0.000
H 3.35278 1.33776 2.08426  0.000
H -1.96701 3.12667 1.48606  -0.001
C -1.89956 1.36924 -3.01084  -0.004
C 1.48672 2.46401 0.29772  0.002
C 3.47566 3.73123 0.73974  -0.001
H -4.31263 -0.55515 -1.54309  0.000
H 0.52906 3.70566 -3.48493  0.000
H 4.25211 -0.31358 4.49861  0.000
O -1.71997 -8.39745 -0.67345  0.000
C -2.26742 2.83100 -0.64001  -0.012
H 3.68033 2.18136 -2.26481  0.000
H 4.96523 3.69560 -0.81472  0.000
H 5.81655 1.51556 4.64358  0.000
H 3.43074 1.24853 4.62116  0.000
C 3.32438 0.39609 2.63588  0.000

***

2.
C27H32N7O5PPdS | ωB97M-V/def2-TZVPD

The calculation puts the molecular weight at 704.06 g/mol. As for the total charge: -2. The LUMO energy is 4.43 eV. The HOMO energy comes out at -0.683 eV. The value obtained for the strongest force on any atom is 0.78 eV/Å.

Last column: Mulliken charge in e.
Positions of all 74 atoms, in Å:
O -1.96079 -2.04248 3.01116  -0.708
C 4.28116 3.03931 -0.99440  -0.418
N 3.94231 -0.70282 0.83677  -0.018
H -4.91464 -4.50661 -1.95833  0.325
O 0.45551 -2.17520 2.61676  -0.745
H -1.70526 -1.90803 -2.50136  0.250
H 0.51536 -0.48675 -3.07879  0.361
C 3.27204 3.75542 -1.62515  -0.857
H -1.35166 4.75886 1.33914  0.359
H 4.51808 0.15300 -1.65762  0.414
C -1.80613 0.85169 2.28958  -0.537
C 1.64787 2.76671 -0.17740  0.764
O -2.46748 2.42004 -3.31706  -0.817
O 5.73490 -0.15398 2.09713  -0.761
H -4.65108 -1.67626 0.27968  0.429
C -0.63760 0.19229 2.70885  -0.235
H 3.52463 4.41689 -2.44824  0.330
H 2.38991 1.41740 1.29551  0.393
C 0.83126 4.29662 -1.99683  -1.579
N 0.91561 -1.13978 -1.17245  -0.034
H -3.80760 -2.56134 1.55467  0.499
H 3.81214 -1.45796 1.49276  0.274
H -2.67157 2.73695 1.72818  0.264
C -1.79201 1.96195 -2.41208  0.398
C 3.50237 -0.19583 -1.52070  -0.224
H 1.42959 2.89009 2.93060  0.245
C -2.63482 -2.05112 -1.94373  -1.162
H -0.39098 -3.35253 -0.41893  0.308
H -1.19275 -3.59179 1.12985  0.459
H -1.33300 -4.26133 -2.41338  0.428
H -2.71324 -5.38054 -2.32096  0.274
C 2.57409 -0.12766 -2.55037  -0.876
H -3.31652 -1.25937 -2.26669  0.409
H 1.43952 -1.61328 0.76781  0.670
C 0.52072 2.32326 2.75492  -0.815
O -0.38912 -1.35402 4.74931  -0.783
N 5.00016 1.40453 0.64210  -0.072
C -2.29651 -4.44378 -1.93165  -0.919
C -3.37561 -4.77580 0.14672  -0.906
C -4.46652 -3.57993 -1.58031  -0.939
H 0.43110 3.64110 -2.77347  0.213
C 3.96757 2.18194 0.05251  -0.396
H -3.22370 -4.83662 1.22600  0.446
H -3.81333 -5.71747 -0.20632  0.289
H -0.85948 5.02610 3.01415  0.371
C 1.93996 3.61000 -1.24708  0.176
H 1.18070 5.22032 -2.46353  0.472
H 5.30892 3.11732 -1.33334  0.423
N -2.07953 -4.60870 -0.49952  0.086
H 5.80982 1.90125 0.97683  0.227
C 1.78751 -1.16453 -0.16417  -0.350
Pd -0.88903 -0.05664 0.33369  -0.435
N -4.33505 -3.70827 -0.13236  0.087
C 4.92165 0.16688 1.23587  0.190
H 0.36221 4.81065 1.75810  0.320
S -0.63893 -1.50252 3.31969  1.226
C -1.36727 -3.44358 0.06287  -1.119
C 3.08947 -0.67536 -0.28915  -0.150
C 2.65135 2.07443 0.47634  -0.338
N -3.21312 -3.36459 -2.29538  0.090
N -1.11285 1.53366 -1.54320  -0.522
P -2.24273 -1.81946 -0.14009  2.702
H -2.73629 0.30326 2.26247  0.651
H 0.61542 2.60238 0.11122  0.385
H -0.00626 4.52206 -1.33768  0.217
C -3.88894 -2.43849 0.47281  -1.481
H -5.14289 -2.74984 -1.80025  0.414
H 1.41878 0.43491 3.25492  0.476
C 0.52699 0.94802 2.91182  0.105
H 2.84610 0.28502 -3.51331  0.380
C 1.28779 -0.58439 -2.32515  -0.293
C -0.63204 2.98608 2.32306  1.011
C -0.62031 4.47615 2.09825  -1.762
C -1.77600 2.24206 2.08834  -0.558

***

3.
C27H33BrIrN3O2Se2 | ωB97M-V/def2-TZVPD

The value obtained for the energy relative to the best compared isomer or geometry (same formula, charge and spin) is 200.9 kJ/mol. The calculation puts the molecular weight at 861.62 g/mol. As for the total charge: +2. The LUMO energy (alpha / beta) is -8.36 / -8.36 eV. The HOMO energy (alpha / beta) comes out at -12.394 / -12.394 eV. The value obtained for the strongest force on any atom is 2.54 eV/Å.

Last column: Mulliken charge in e.
Positions of all 69 atoms, in Å:
H 3.76747 -6.56521 -0.83606  0.399
H -3.50884 2.34450 -2.55460  0.425
Se 2.82840 1.61503 -1.61386  0.190
H -3.80293 -1.34417 2.62128  0.365
H 1.00434 5.22720 0.69742  0.258
C 1.45114 2.89711 3.37524  -1.031
C -0.14387 1.08707 3.46110  -0.713
C 0.18803 -5.17885 -1.02373  0.421
C 0.33826 5.50519 -0.11244  -0.882
C -3.90204 -1.45377 -1.20054  -0.617
H 1.25653 -2.21551 -1.41646  -0.071
H -0.70897 -1.99345 3.53704  0.263
H 2.08745 3.61537 3.87556  0.481
H 3.99779 3.40826 -2.87912  0.491
H -0.38449 -0.54688 0.68167  -0.069
H 0.19645 -0.06138 -2.61862  0.256
O 0.07620 -0.37534 -1.71059  -0.544
C -1.27333 -0.78733 -1.57931  0.682
C 0.66836 2.00822 4.10841  -1.009
H -3.54036 0.30066 2.02407  0.269
C 0.58711 1.92830 1.35958  0.204
C -0.19785 1.02377 2.07510  1.388
C -1.06059 0.02181 1.33489  -0.130
C -3.57433 -0.11823 -1.42166  -0.229
H -3.04600 -0.14061 3.66361  0.294
H 3.82658 2.99060 0.26042  0.249
C -1.59306 -2.10955 -1.33823  0.770
H 2.47826 5.34677 -2.55025  0.527
C 0.37016 -6.55145 -0.84792  -0.775
H 4.11316 1.24675 0.47963  0.381
H -0.74798 0.39637 4.03683  0.393
H 1.84054 -8.07952 -0.64607  0.402
C -2.24820 0.20177 -1.60287  0.099
C 2.94062 3.25859 -2.65972  -0.931
Ir 0.54491 1.89781 -0.62277  0.893
H 2.88535 4.62774 -0.98613  0.361
H -3.31033 2.57349 -0.79355  0.398
H 0.58515 6.48502 -0.51629  0.450
N 0.75536 -3.07241 -1.28943  0.257
H -3.19266 -3.46791 -0.95926  0.684
C -1.21251 -2.11702 2.56791  -0.950
N -0.98538 -4.44241 -1.07927  -0.646
C -0.61450 -3.20953 -1.24286  -0.101
O -1.77706 1.51076 -1.74351  -0.301
C 1.41045 2.84927 1.99244  -0.698
H 0.69577 2.03127 5.19060  0.413
C 1.66231 -7.02093 -0.78340  -0.531
C 2.38431 4.45177 -1.93541  -0.666
H -4.35543 0.62739 -1.43403  0.573
C 4.11223 2.06780 -0.23264  -0.956
C 1.29462 -4.33640 -1.15168  0.835
Br -5.70387 -1.89713 -0.91989  -0.114
H -0.46832 -2.47826 1.85211  0.256
Se 0.48818 4.22045 -1.55508  0.129
N -1.83683 -0.90886 2.06501  0.603
H -1.73894 0.60174 0.69996  0.047
H -2.29312 3.47372 -1.94454  0.148
H 3.46218 -4.13937 -1.15366  0.393
H 5.08796 2.15425 -0.70681  0.443
C 2.60835 -4.80192 -1.07966  -0.940
C 2.76774 -6.15516 -0.89568  -0.519
H 2.43001 3.05230 -3.59991  0.431
H 2.02440 3.53793 1.41876  0.491
H -0.69551 5.49234 0.22261  0.351
C -2.94007 -2.43397 -1.14931  -0.880
H -1.96848 -2.89334 2.69101  0.359
C -2.79683 2.53067 -1.75386  -0.924
H -0.48520 -7.21122 -0.77924  0.461
C -3.10832 -0.50193 2.62760  -0.959